A 31-piece molecular cluster, H62O31 overall at a distorted geometry. Source: the OMol25 dataset; level of theory: ωB97M-V/def2-TZVPD.

Each atom is followed by the atoms it is bonded to, with distances in Å.
Geometry (Å):
1 O 5.2962 11.1609 19.6594  H2 0.971, H3 1.018
2 H 4.5411 11.6555 19.3003  O1 0.971
3 H 4.9395 10.9585 20.5913  O1 1.018
4 O 3.5644 13.2744 18.7246  H5 0.932, H6 0.968
5 H 2.7293 13.2169 18.3148  O4 0.932
6 H 3.4637 13.7679 19.5511  O4 0.968
7 O 2.8366 6.0929 20.7934  H8 0.971, H9 1.018
8 H 2.0851 6.5755 21.1756  O7 0.971
9 H 2.4177 5.7018 19.9524  O7 1.018
10 O 1.9976 12.9797 15.1075  H11 0.981, H12 0.941
11 H 2.0331 12.2657 14.4356  O10 0.981
12 H 2.5587 13.6488 14.7557  O10 0.941
13 O 1.1198 5.3547 18.5210  H14 0.982, H15 0.995
14 H 1.2373 6.2073 18.0489  O13 0.982
15 H 0.1514 5.4102 18.7449  O13 0.995
16 O 4.8080 11.4392 15.8788  H17 0.957, H18 0.982
17 H 5.7013 11.2012 16.1269  O16 0.957
18 H 4.5757 12.0942 16.5728  O16 0.982
19 O 6.6450 8.1328 16.4076  H20 0.987, H21 0.941
20 H 5.7133 8.1149 16.7322  O19 0.987
21 H 6.9303 9.0215 16.2849  O19 0.941
22 O 5.1594 6.9692 19.4958  H23 0.964, H24 0.950
23 H 4.5289 6.5313 20.0796  O22 0.964
24 H 5.2998 7.8089 19.9169  O22 0.950
25 O 3.3238 3.6469 17.1053  H26 0.947, H27 0.968
26 H 4.1752 3.6104 17.5183  O25 0.947
27 H 2.7133 3.8252 17.8354  O25 0.968
28 O -1.1490 9.7982 16.0306  H29 0.985, H30 0.955
29 H -1.7241 10.4866 15.6240  O28 0.985
30 H -0.4225 10.4110 16.1227  O28 0.955
31 O -1.5710 10.7881 12.9231  H32 0.953, H33 0.962
32 H -1.5526 10.0489 13.5245  O31 0.953
33 H -1.5033 10.3986 12.0466  O31 0.962
34 O 7.0382 10.7239 17.5601  H35 0.929, H36 0.960
35 H 7.6866 11.3734 17.7055  O34 0.929
36 H 6.4073 10.8814 18.2669  O34 0.960
37 O -2.4276 7.0402 16.5936  H38 0.958, H39 0.982
38 H -1.8081 7.7700 16.5561  O37 0.958
39 H -2.0805 6.4058 15.9292  O37 0.982
40 O -0.2285 13.0087 18.2395  H41 0.976, H42 0.963
41 H -0.3658 12.0426 18.2432  O40 0.976
42 H -0.5841 13.2266 17.3717  O40 0.963
43 O 3.1789 8.0089 13.0404  H44 0.972, H45 0.962
44 H 4.0656 7.7940 13.3744  O43 0.972
45 H 2.7001 8.1432 13.8640  O43 0.962
46 O 0.8670 13.1446 21.4100  H47 0.947, H48 0.952
47 H 0.7446 12.2569 21.7164  O46 0.947
48 H 0.4005 13.1456 20.5803  O46 0.952
49 O -0.7648 12.7366 14.9328  H50 0.982, H51 0.985
50 H -1.1581 12.3606 14.1157  O49 0.982
51 H 0.2073 12.7541 14.7775  O49 0.985
52 O 3.3805 10.6837 21.7541  H53 1.012, H54 0.933
53 H 3.4074 11.6589 22.0249  O52 1.012
54 H 2.5397 10.5921 21.3610  O52 0.933
55 O 3.4851 13.8932 21.6451  H56 0.961, H57 1.019
56 H 3.7756 14.5472 22.2860  O55 0.961
57 H 2.4701 13.9584 21.7060  O55 1.019
58 O 0.9849 10.9663 17.2036  H59 0.986, H60 0.985
59 H 1.4874 11.7659 16.9189  O58 0.986
60 H 1.5000 10.3055 16.6865  O58 0.985
61 O 1.6732 10.9571 13.2048  H62 0.988, H63 0.985
62 H 2.2260 10.1481 13.3337  O61 0.988
63 H 0.7891 10.5510 13.0517  O61 0.985
64 O 5.7632 6.3772 14.3609  H65 0.960, H66 0.973
65 H 6.1848 5.6004 13.9860  O64 0.960
66 H 6.4543 6.9545 14.7286  O64 0.973
67 O 1.3285 10.4066 19.9800  H68 0.989, H69 0.952
68 H 1.3528 10.6698 19.0270  O67 0.989
69 H 0.6252 9.7714 20.0724  O67 0.952
70 O -0.0281 7.6816 20.5819  H71 0.941, H72 0.937
71 H -0.4676 7.5385 21.4012  O70 0.941
72 H -0.4302 7.1367 19.9346  O70 0.937
73 O -1.5891 5.8998 19.2540  H74 0.990, H75 0.972
74 H -2.0079 6.3477 18.4770  O73 0.990
75 H -2.3147 5.6066 19.8309  O73 0.972
76 O 3.3627 5.8307 15.3461  H77 0.970, H78 0.969
77 H 3.4526 5.0375 15.8973  O76 0.970
78 H 4.2319 5.9460 14.9341  O76 0.969
79 O 2.7033 9.5350 15.5666  H80 0.982, H81 1.026
80 H 3.2561 10.3323 15.4126  O79 0.982
81 H 3.3035 9.1521 16.3057  O79 1.026
82 O 3.2865 7.6474 17.6035  H83 1.016, H84 0.995
83 H 3.2870 7.0345 16.7938  O82 1.016
84 H 4.0210 7.3718 18.2157  O82 0.995
85 O 0.4550 7.8852 17.9223  H86 0.983, H87 0.987
86 H 1.2696 8.4298 17.8404  O85 0.983
87 H -0.3008 8.5204 17.9185  O85 0.987
88 O 0.9676 7.0482 14.9788  H89 0.985, H90 0.938
89 H 1.8227 6.6071 14.7655  O88 0.985
90 H 1.0201 7.1640 15.9078  O88 0.938
91 O -0.6482 8.2300 13.2031  H92 0.957, H93 1.003
92 H -0.1800 7.9611 12.4135  O91 0.957
93 H -0.2310 7.7079 13.9511  O91 1.003

Computed properties:
ΔE to the lowest compared entry with this formula, charge and spin = 65.2 kJ/mol
charge = 0
E_tot = -64484.845 eV

Mulliken population analysis, charges in e, atoms 1 to 2: O -0.674; H 0.288